Here is a single C3H4INO molecule in a non-equilibrium geometry from the OMol25 dataset. Energies are from the ωB97M-V functional and the def2-TZVPD basis.

Calculated values
* LUMO: 0.091 eV
* SMILES: [H]/N=C(\C)C(=O)I
* orbital gap: 9.865 eV
* HOMO level: -9.8 eV
* energy: -14812.85151 eV
* energy relative to the best compared isomer or geometry (same formula, charge and spin): 13.0 kcal/mol

XYZ file:
```
10
C3H4INO (the ωB97M-V functional and the def2-TZVPD basis)
C -0.20 0.44 -0.01
C 1.12 0.69 -0.64
C -0.51 -1.02 0.14
N -0.88 1.42 0.29
O 1.40 0.79 -1.77
I 2.65 0.82 1.00
H 0.25 -1.48 0.63
H -1.58 -1.40 0.50
H -0.53 -1.48 -0.85
H -1.72 1.22 0.71
```

Here is a single C3H4INO molecule in a non-equilibrium geometry from the OMol25 dataset. Energies are from the ωB97M-V functional and the def2-TZVPD basis.

Calculated values
* LUMO: 0.372 eV
* SMILES: C/C=N/C(=O)I
* orbital gap: 10.145 eV
* HOMO level: -9.8 eV
* energy: -14812.85297 eV
* energy relative to the best compared isomer or geometry (same formula, charge and spin): 12.9 kcal/mol

XYZ file:
```
10
C3H4INO (the ωB97M-V functional and the def2-TZVPD basis)
C -0.07 0.21 -0.38
C 1.55 -0.13 1.37
C -1.44 0.26 -0.89
N 0.18 0.00 0.82
O 2.20 0.71 1.91
I 2.21 -2.13 1.26
H 0.69 0.26 -1.05
H -1.47 -0.15 -1.87
H -1.58 1.28 -0.95
H -2.26 -0.32 -0.22
```

Here is 2 unconnected molecules or ions with the total composition C3H4INO2S in a non-equilibrium geometry from the OMol25 dataset. Energies are from the ωB97M-V functional and the def2-TZVPD basis.

Calculated values
* LUMO (alpha / beta): -1.424 / -1.426 eV
* orbital gap (alpha / beta): 7.377 / 7.370 eV
* HOMO level (alpha / beta): -8.8 / -8.8 eV
* energy: -27692.39938 eV
* energy relative to the best compared isomer or geometry (same formula, charge and spin): 27.1 kcal/mol

XYZ file:
```
12
C3H4INO2S (the ωB97M-V functional and the def2-TZVPD basis)
C -2.01 0.04 -2.17
C -1.64 -0.53 -1.17
C -1.28 -1.25 -0.06
N 1.54 0.10 1.11
O 1.62 -2.45 0.89
O 1.85 -1.04 -1.16
S 1.26 -1.28 0.14
I -1.45 -3.34 -0.10
H -2.34 0.58 -3.01
H -1.42 -0.83 0.92
H 1.89 0.88 0.60
H 2.04 -0.07 1.97
```

Here is a single C3H4INS molecule in a non-equilibrium geometry from the OMol25 dataset. Energies are from the ωB97M-V functional and the def2-TZVPD basis.

Calculated values
* LUMO (alpha / beta): -0.543 / -0.865 eV
* orbital gap (alpha / beta): 8.818 / 6.889 eV
* HOMO level (alpha / beta): -9.4 / -7.8 eV
* energy: -23597.33649 eV
* energy relative to the best compared isomer or geometry (same formula, charge and spin): 85.2 kcal/mol

XYZ file:
```
10
C3H4INS (the ωB97M-V functional and the def2-TZVPD basis)
C -0.60 -1.30 0.49
C -0.43 0.09 -0.29
C 1.83 1.17 1.04
N -0.17 -1.46 1.61
S 0.21 1.50 0.58
I 3.12 -0.13 -0.10
H -1.16 -1.85 -0.33
H 0.31 -0.29 -1.17
H -1.47 0.17 -0.71
H 2.27 2.12 1.28
```